{
  "formula": "C34H32CdF5N3OPSSe",
  "method": "wB97M-V/def2-TZVPD",
  "charge": 1,
  "homo_lumo_gap_ev": 7.453,
  "e_tot_ev": -145913.281,
  "homo_energy_ev": -10.3,
  "lumo_energy_ev": -2.842,
  "species": ["Cd", "C", "C", "C", "C", "C", "O", "C", "N", "C", "C", "C", "C", "C", "C", "P", "C", "C", "C", "C", "C", "C", "C", "C", "C", "C", "C", "C", "H", "H", "H", "H", "H", "H", "H", "H", "H", "H", "H", "H", "H", "H", "H", "H", "H", "H", "H", "H", "H", "H", "H", "H", "C", "N", "C", "C", "N", "C", "S", "H", "H", "H", "H", "H", "H", "H", "H", "F", "C", "C", "F", "C", "F", "C", "Se", "C", "F", "C", "F"],
  "xyz": [[0.76, -0.23, -1.22], [-0.23, -0.17, -4.77], [0.02, -1.62, -4.34], [1.51, -1.88, -4.11], [-0.86, -2.04, -3.15], [-2.30, -2.33, -3.56], [-3.09, -1.69, -2.54], [-2.29, -0.89, -1.83], [-1.04, -0.98, -2.12], [-3.04, -0.04, -0.87], [-4.43, -0.13, -0.99], [-5.28, 0.58, -0.16], [-4.76, 1.39, 0.83], [-3.39, 1.50, 0.96], [-2.52, 0.80, 0.13], [-0.75, 1.13, 0.40], [-0.44, 0.81, 2.15], [0.73, 1.32, 2.72], [1.03, 1.06, 4.05], [0.18, 0.27, 4.81], [-0.96, -0.28, 4.24], [-1.26, -0.02, 2.91], [-0.56, 2.92, 0.19], [-0.24, 3.40, -1.08], [-0.10, 4.76, -1.31], [-0.28, 5.66, -0.27], [-0.61, 5.19, 1.00], [-0.75, 3.83, 1.23], [0.24, 0.02, -5.73], [0.20, 0.54, -4.06], [-1.29, 0.06, -4.86], [-0.28, -2.27, -5.16], [1.95, -1.27, -3.31], [2.08, -1.63, -5.00], [1.70, -2.92, -3.85], [-0.42, -2.90, -2.64], [-2.55, -3.39, -3.56], [-2.57, -1.88, -4.52], [-4.86, -0.76, -1.75], [-6.35, 0.49, -0.29], [-5.42, 1.95, 1.48], [-2.98, 2.15, 1.73], [1.40, 1.95, 2.14], [1.93, 1.47, 4.49], [0.41, 0.07, 5.85], [-1.62, -0.90, 4.83], [-2.16, -0.44, 2.47], [-0.09, 2.71, -1.90], [0.16, 5.11, -2.30], [-0.17, 6.72, -0.44], [-0.75, 5.90, 1.81], [-0.99, 3.48, 2.23], [1.67, -2.61, 2.87], [0.54, -3.51, 2.84], [0.23, -4.38, 3.97], [-0.97, -5.19, 3.46], [-1.37, -4.42, 2.29], [-0.42, -3.54, 1.91], [-0.49, -2.67, 0.47], [2.58, -3.17, 3.07], [1.53, -1.85, 3.65], [1.74, -2.12, 1.91], [-0.02, -3.78, 4.85], [1.08, -5.01, 4.22], [-1.77, -5.25, 4.19], [-0.68, -6.21, 3.18], [-2.04, -4.73, 1.61], [6.11, 4.02, -2.14], [5.41, 2.97, -1.74], [5.90, 2.12, -0.76], [7.09, 2.36, -0.22], [5.16, 1.03, -0.35], [5.69, 0.25, 0.60], [3.91, 0.73, -0.87], [2.97, -0.81, -0.19], [3.46, 1.60, -1.84], [2.25, 1.41, -2.46], [4.16, 2.70, -2.28], [3.66, 3.49, -3.23]],
  "mulliken_charge": [2.621, -1.310, 0.360, -1.512, -0.298, -0.749, -0.469, 0.480, 0.321, 0.379, -1.090, -0.786, -0.859, -0.438, 0.391, 0.441, 0.401, -0.620, -0.704, -0.742, -0.549, -0.609, 0.679, -0.369, -0.735, -0.512, -0.805, -0.207, 0.458, 0.108, 0.362, 0.292, 0.147, 0.433, 0.382, 0.543, 0.323, 0.356, 0.493, 0.428, 0.458, 0.388, 0.544, 0.444, 0.390, 0.511, 0.416, 0.255, 0.460, 0.409, 0.430, 0.387, -0.495, 0.269, -0.569, -0.584, -0.126, -0.327, -0.151, 0.350, 0.215, -0.242, 0.289, 0.361, 0.316, 0.304, 0.240, -0.288, 0.783, 0.104, -0.277, 0.506, -0.324, -0.437, -0.491, 0.238, -0.190, -0.292, -0.311]
}

***

{
  "formula": "C34H32Cl2CoN4OS2",
  "method": "wB97M-V/def2-TZVPD",
  "relative_energy_kcal_mol": 4.6,
  "charge": 1,
  "homo_lumo_gap_ev": 6.917,
  "e_tot_ev": -128126.738,
  "homo_energy_ev": -10.2,
  "lumo_energy_ev": -3.274,
  "species": ["Co", "S", "C", "N", "C", "C", "C", "C", "C", "C", "S", "H", "H", "H", "H", "Cl", "C", "C", "C", "Cl", "C", "C", "C", "C", "N", "C", "C", "O", "H", "H", "H", "H", "C", "C", "C", "C", "C", "C", "C", "N", "C", "C", "C", "C", "C", "C", "C", "N", "C", "C", "C", "C", "H", "H", "H", "H", "H", "H", "H", "H", "H", "H", "H", "H", "H", "H", "H", "H", "H", "H", "H", "H", "H", "H", "H", "H"],
  "xyz": [[-0.54, 1.99, 0.15], [-0.17, 3.97, 1.28], [-0.73, 2.88, 2.47], [-1.12, 1.73, 1.98], [-1.35, 0.77, 2.96], [-1.71, -0.56, 2.75], [-1.88, -1.37, 3.85], [-1.71, -0.87, 5.15], [-1.36, 0.46, 5.36], [-1.17, 1.27, 4.25], [-0.68, 2.95, 4.20], [-1.85, -0.93, 1.74], [-2.16, -2.40, 3.72], [-1.85, -1.52, 6.00], [-1.23, 0.84, 6.36], [0.94, 3.22, -4.33], [-0.58, 3.48, -3.56], [-1.61, 4.14, -4.26], [-2.83, 4.36, -3.68], [-4.07, 5.19, -4.57], [-3.10, 3.90, -2.37], [-4.31, 4.04, -1.66], [-4.43, 3.53, -0.40], [-3.34, 2.86, 0.19], [-2.20, 2.72, -0.45], [-2.05, 3.24, -1.71], [-0.76, 3.05, -2.26], [0.15, 2.46, -1.52], [-1.42, 4.49, -5.26], [-5.14, 4.56, -2.13], [-5.34, 3.63, 0.16], [-3.40, 2.44, 1.18], [0.74, -3.87, -3.28], [-0.25, -2.78, -3.70], [0.35, -1.97, -4.87], [-1.55, -3.45, -4.15], [-0.51, -1.79, -2.58], [-1.66, -1.00, -2.56], [-1.81, -0.01, -1.61], [-0.89, 0.21, -0.66], [0.20, -0.56, -0.64], [0.42, -1.56, -1.56], [1.18, -0.18, 0.40], [2.00, -1.08, 1.05], [2.85, -0.65, 2.06], [2.86, 0.72, 2.32], [2.01, 1.57, 1.64], [1.15, 1.13, 0.72], [3.75, -1.61, 2.83], [3.88, -1.18, 4.29], [3.20, -3.04, 2.78], [5.14, -1.58, 2.16], [0.83, -4.61, -4.07], [0.41, -4.38, -2.37], [1.74, -3.47, -3.11], [0.59, -2.65, -5.69], [1.26, -1.46, -4.57], [-0.36, -1.22, -5.23], [-1.33, -4.23, -4.88], [-2.23, -2.74, -4.64], [-2.08, -3.91, -3.32], [-2.44, -1.12, -3.30], [-2.69, 0.61, -1.58], [1.34, -2.13, -1.50], [1.94, -2.13, 0.77], [3.51, 1.14, 3.07], [2.00, 2.63, 1.84], [2.90, -1.07, 4.76], [4.42, -0.24, 4.40], [4.44, -1.93, 4.85], [2.16, -3.08, 3.12], [3.80, -3.68, 3.44], [3.26, -3.47, 1.78], [5.55, -0.57, 2.16], [5.08, -1.92, 1.12], [5.82, -2.23, 2.70]],
  "mulliken_charge": [-1.167, -0.396, 0.338, 0.737, -0.610, -0.309, -0.848, -0.587, -0.583, 1.029, -0.208, 0.421, 0.443, 0.433, 0.447, -0.205, 0.519, -0.584, 0.633, -0.244, -0.418, -0.750, -1.007, -0.034, 0.542, 0.662, -0.052, -0.534, 0.477, 0.471, 0.457, 0.436, -1.912, 2.048, -1.602, -1.768, 0.509, -0.894, -1.037, 0.723, -0.033, -0.642, 0.523, -0.621, 0.671, -0.841, -0.958, 0.294, 1.962, -1.719, -1.917, -1.626, 0.452, 0.440, 0.365, 0.433, 0.376, 0.392, 0.451, 0.360, 0.402, 0.306, 0.645, 0.505, 0.484, 0.416, 0.650, 0.395, 0.374, 0.460, 0.424, 0.464, 0.364, 0.381, 0.360, 0.432]
}

***

{
  "formula": "C34H32Cl2N5O2PSSe2V",
  "method": "wB97M-V/def2-TZVPD",
  "relative_energy_kcal_mol": 35.8,
  "charge": 2,
  "homo_lumo_gap_ev": [5.207, 5.885],
  "e_tot_ev": -248862.718,
  "multiplicity": 2,
  "homo_energy_ev": [-12.6, -12.6],
  "lumo_energy_ev": [-7.347, -6.671],
  "species": ["V", "Se", "P", "Se", "C", "C", "C", "C", "C", "C", "C", "C", "C", "C", "C", "C", "H", "H", "H", "H", "H", "H", "H", "H", "H", "H", "Cl", "C", "C", "C", "C", "C", "Cl", "C", "N", "C", "C", "C", "C", "C", "C", "C", "C", "O", "O", "H", "H", "H", "H", "H", "H", "H", "H", "H", "H", "N", "C", "C", "C", "C", "C", "N", "H", "H", "H", "H", "H", "H", "S", "C", "N", "C", "C", "N", "H", "H", "H", "H", "H", "H"],
  "xyz": [[-0.31, 0.35, 0.52], [1.95, -0.42, 0.64], [0.97, -2.36, 0.97], [-1.16, -1.87, 0.63], [1.56, -3.57, -0.20], [2.94, -3.70, -0.35], [3.43, -4.67, -1.21], [2.55, -5.48, -1.91], [1.18, -5.34, -1.76], [0.67, -4.38, -0.90], [1.18, -2.90, 2.67], [2.26, -2.45, 3.43], [2.43, -2.94, 4.72], [1.53, -3.87, 5.23], [0.46, -4.31, 4.47], [0.28, -3.83, 3.18], [3.63, -3.06, 0.19], [4.50, -4.78, -1.34], [2.94, -6.23, -2.59], [0.50, -5.98, -2.31], [-0.40, -4.26, -0.79], [2.96, -1.73, 3.03], [3.26, -2.61, 5.32], [1.67, -4.25, 6.24], [-0.24, -5.04, 4.88], [-0.56, -4.19, 2.59], [-1.35, 6.49, -0.24], [-2.29, 5.34, 0.64], [-2.99, 5.75, 1.76], [-3.66, 4.82, 2.55], [-3.61, 3.48, 2.22], [-2.93, 3.09, 1.08], [-2.90, 1.38, 0.68], [-2.29, 4.00, 0.23], [-1.57, 3.57, -0.89], [-1.83, 3.95, -2.23], [-2.83, 4.84, -2.57], [-3.04, 5.19, -3.90], [-2.25, 4.63, -4.90], [-1.27, 3.72, -4.55], [-1.04, 3.37, -3.23], [0.04, 2.36, -2.89], [-0.59, 1.04, -2.50], [-1.26, 0.32, -3.16], [-0.49, 0.78, -1.11], [-2.99, 6.80, 2.02], [-4.21, 5.15, 3.42], [-4.11, 2.73, 2.82], [-1.34, 2.60, -0.82], [-3.47, 5.27, -1.80], [-3.82, 5.89, -4.15], [-2.41, 4.90, -5.93], [-0.66, 3.27, -5.32], [0.70, 2.69, -2.09], [0.65, 2.16, -3.77], [0.39, 2.70, 1.21], [-0.09, 2.34, 2.50], [-0.34, 3.16, 3.58], [-0.81, 2.56, 4.74], [-1.00, 1.18, 4.79], [-0.75, 0.44, 3.66], [-0.33, 1.03, 2.53], [0.25, 3.67, 0.93], [1.36, 2.43, 1.10], [-0.16, 4.22, 3.52], [-1.02, 3.17, 5.61], [-1.35, 0.70, 5.69], [-0.90, -0.63, 3.63], [1.96, -0.74, -2.77], [1.86, -0.92, -4.45], [2.88, -1.25, -5.26], [2.50, -1.27, -6.67], [0.98, -1.06, -6.61], [0.76, -0.74, -5.20], [3.82, -1.30, -4.92], [2.77, -2.21, -7.13], [3.00, -0.46, -7.21], [0.43, -1.97, -6.89], [0.64, -0.25, -7.25], [-0.14, -0.64, -4.77]],
  "mulliken_charge": [0.245, -0.181, -0.124, -0.312, 1.148, -0.324, -0.751, -0.521, -0.762, -0.389, 0.994, -0.316, -0.784, -0.494, -0.732, -0.325, 0.393, 0.444, 0.443, 0.451, 0.311, 0.344, 0.446, 0.435, 0.440, 0.408, -0.124, 1.354, -0.639, -0.653, -0.756, 0.973, -0.136, -1.654, 0.621, 0.759, -0.506, -0.838, -0.841, -0.806, 0.630, -0.900, 0.324, -0.610, 0.455, 0.510, 0.465, 0.501, -0.111, 0.476, 0.418, 0.408, 0.421, 0.291, 0.616, -0.335, 0.573, -1.029, -0.267, -0.983, -0.134, 0.470, 0.220, 0.275, 0.543, 0.484, 0.469, 0.441, -0.315, -0.140, -0.117, -0.474, -0.516, 0.140, 0.215, 0.302, 0.292, 0.281, 0.313, 0.159]
}